Entry 1:
ORCA calculation (ωB97M-V/def2-TZVPD) on C49H88BNO30Si2 as an isolated structure.

Computed properties:
- LUMO: 0.02 eV
- Net charge: 0
- Energy above the lowest of the compared OMol25 structures with the same formula, charge and spin: 3.1462 eV
- HOMO level: -9.1465 eV
- Total energy: -131592.0255 eV
- F_max: 2.4 eV/Å

```
171
C49H88BNO30Si2, DFT ωB97M-V/def2-TZVPD
C 1.227 1.694 3.050
C 0.687 2.995 2.291
C 1.958 3.886 2.018
C -0.059 2.453 1.003
Si -0.306 3.694 -0.416
C -0.509 5.519 0.121
C -0.309 6.393 -1.188
N -1.069 6.236 -2.215
C 1.328 3.671 -1.456
C 1.893 2.225 -1.720
C 0.886 1.259 -2.471
O 0.329 0.257 -1.624
O -1.539 3.295 -1.536
Si -3.058 2.863 -0.859
C -3.318 0.954 -0.976
C -3.440 0.226 0.421
C -3.018 -1.297 0.180
C -3.329 -2.237 1.404
O -4.441 -3.103 1.029
C -3.467 3.591 0.847
C -4.993 3.159 1.153
C -5.911 4.453 1.048
C -7.340 4.232 1.723
O -7.731 5.375 2.512
B -4.425 3.631 -2.090
O -4.275 5.031 -2.352
O -5.498 2.862 -2.649
H 1.923 1.197 2.311
H 0.422 0.951 3.262
H 1.844 1.983 3.935
H -0.023 3.470 3.025
H 1.735 4.977 2.178
H 2.702 3.636 2.828
H 2.479 3.680 1.056
H 0.551 1.575 0.639
H -1.015 1.983 1.380
H -1.513 5.786 0.527
H 0.265 5.885 0.836
H 0.540 7.132 -1.189
H -0.752 6.904 -2.931
H 2.068 4.387 -1.020
H 1.017 4.091 -2.458
H 2.257 1.727 -0.776
H 2.822 2.347 -2.349
H 1.470 0.729 -3.264
H 0.123 1.913 -2.972
H -0.423 0.612 -1.130
H -2.526 0.494 -1.635
H -4.285 0.748 -1.520
H -4.478 0.251 0.849
H -2.747 0.605 1.214
H -1.919 -1.363 -0.024
H -3.571 -1.609 -0.746
H -3.562 -1.692 2.350
H -2.454 -2.928 1.534
H -5.228 -2.762 1.474
H -3.498 4.716 0.823
H -2.865 3.207 1.703
H -5.068 2.817 2.215
H -5.370 2.386 0.440
H -6.128 4.739 -0.015
H -5.413 5.354 1.508
H -7.412 3.268 2.285
H -8.098 4.176 0.893
H -6.925 5.688 2.942
H -4.332 5.163 -3.312
H -5.130 2.447 -3.446
C -1.215 -7.596 0.584
C -0.129 -6.550 0.691
C 0.723 -6.687 1.920
O 1.136 -5.340 2.154
C 0.178 -4.535 1.621
O 0.110 -3.360 1.801
O -0.691 -5.245 0.858
H -1.774 -7.465 -0.344
H -0.797 -8.603 0.598
H -1.936 -7.499 1.400
H 0.478 -6.544 -0.220
H 1.586 -7.333 1.759
H 0.171 -7.041 2.796
C -7.154 6.779 -2.651
C -7.423 7.731 -3.795
C -6.186 8.155 -4.537
O -6.548 9.447 -5.022
C -7.484 9.943 -4.168
O -7.862 11.070 -4.167
O -7.926 8.981 -3.316
H -8.092 6.482 -2.178
H -6.640 5.882 -2.995
H -6.552 7.258 -1.876
H -8.168 7.303 -4.474
H -5.946 7.486 -5.363
H -5.307 8.257 -3.893
C 3.192 -0.857 7.143
C 3.110 0.528 7.746
C 1.772 0.849 8.350
O 1.705 2.265 8.206
C 2.480 2.594 7.139
O 2.496 3.666 6.625
O 3.232 1.533 6.734
H 4.195 -1.042 6.756
H 2.959 -1.624 7.884
H 2.507 -0.957 6.298
H 3.919 0.674 8.468
H 1.711 0.564 9.400
H 0.932 0.401 7.810
C 2.880 -4.330 -3.690
C 1.668 -5.075 -4.202
C 0.376 -4.327 -4.022
O -0.574 -5.386 -3.906
C 0.091 -6.465 -3.420
O -0.437 -7.460 -3.024
O 1.434 -6.263 -3.440
H 3.787 -4.908 -3.882
H 2.980 -3.356 -4.171
H 2.823 -4.189 -2.609
H 1.817 -5.367 -5.247
H 0.142 -3.688 -4.872
H 0.346 -3.728 -3.106
C 8.305 -1.872 -1.548
C 7.087 -2.604 -2.066
C 5.803 -1.844 -1.888
O 4.841 -2.895 -1.778
C 5.496 -3.980 -1.291
O 4.961 -4.970 -0.899
O 6.841 -3.791 -1.305
H 9.207 -2.458 -1.739
H 8.417 -0.899 -2.028
H 8.247 -1.732 -0.466
H 7.237 -2.896 -3.110
H 5.579 -1.201 -2.738
H 5.774 -1.246 -0.972
C 10.186 -5.332 -3.979
C 9.945 -4.381 -5.131
C 11.198 -3.972 -5.854
O 10.857 -2.678 -6.348
C 9.916 -2.169 -5.512
O 9.549 -1.038 -5.519
O 9.447 -3.122 -4.662
H 9.237 -5.619 -3.520
H 10.696 -6.236 -4.314
H 10.781 -4.856 -3.197
H 9.205 -4.803 -5.819
H 11.444 -4.646 -6.674
H 12.068 -3.878 -5.197
C 6.813 -6.081 1.258
C 7.449 -7.358 1.758
C 8.248 -7.190 3.021
O 9.229 -8.220 2.903
C 9.401 -8.453 1.574
O 10.278 -9.112 1.115
O 8.442 -7.831 0.841
H 6.222 -6.278 0.366
H 6.161 -5.641 2.015
H 7.573 -5.350 0.974
H 6.690 -8.140 1.868
H 7.644 -7.332 3.917
H 8.760 -6.225 3.085
C -11.042 4.445 3.448
C -11.231 3.264 2.523
C -12.670 2.914 2.265
O -12.602 1.512 2.008
C -11.508 1.041 2.663
O -11.261 -0.112 2.818
O -10.735 2.062 3.119
H -9.980 4.668 3.563
H -11.543 5.335 3.062
H -11.426 4.226 4.447
H -10.687 3.429 1.587
H -13.080 3.445 1.406
H -13.319 3.080 3.130
```

Mulliken population analysis, charges in e, atoms 1 to 6: number 1, C, carries -1.476; number 2, C, carries 0.729; number 3, C, carries -1.097; number 4, C, carries 0.386; number 5, Si, carries 0.362; number 6, C, carries -0.073

Entry 2:
ORCA calculation (ωB97M-V/def2-TZVPD) on C26H43BrN2O2PTe4Tl as an isolated structure.

Computed properties:
- LUMO: 3.77 eV
- Net charge: -2
- Energy above the lowest of the compared OMol25 structures with the same formula, charge and spin: 6.7125 eV
- HOMO level: -0.1573 eV
- Total energy: -147930.9728 eV
- F_max: 5.6 eV/Å

```
80
C26H43BrN2O2PTe4Tl, DFT ωB97M-V/def2-TZVPD
Tl -2.147 -0.520 1.906
N -2.315 -2.998 3.784
C -1.121 -3.467 4.499
C 0.083 -3.594 3.572
C 0.661 -2.235 3.115
O 1.771 -2.248 2.539
O -0.056 -1.225 3.337
H -3.088 -2.892 4.430
H -2.590 -3.694 3.100
H -1.300 -4.434 4.994
H -0.887 -2.738 5.276
H -0.184 -4.157 2.670
H 0.887 -4.133 4.077
Te -2.426 3.362 3.578
Te -5.261 4.134 7.644
Te -4.079 2.643 5.681
Te -2.948 0.904 3.747
Br -0.138 1.294 2.393
C -1.175 2.498 1.341
C -0.832 3.846 1.404
C -1.672 4.771 0.817
C -2.703 4.250 0.041
C -2.957 2.890 0.047
N -2.322 2.010 0.841
H 0.054 4.098 1.970
H -1.502 5.834 0.914
H -3.329 4.906 -0.551
H -3.777 2.467 -0.522
C -0.284 2.104 -4.468
C -0.102 3.019 -3.259
C 0.490 2.229 -2.075
C 0.050 0.752 -2.085
C -1.367 0.689 -2.662
C -1.340 1.024 -4.164
P 0.055 0.069 -0.327
C 0.196 -1.813 -0.722
C 1.003 -2.271 -1.970
C 0.113 -2.776 -3.104
C -0.620 -4.057 -2.692
C -1.003 -3.998 -1.203
C -1.154 -2.553 -0.721
C 1.864 0.278 0.205
C 2.355 1.704 0.512
C 3.391 1.615 1.634
C 4.354 0.438 1.368
C 4.384 0.112 -0.125
C 2.999 -0.369 -0.615
H 0.676 1.637 -4.705
H -0.585 2.688 -5.341
H -1.072 3.441 -2.981
H 0.556 3.856 -3.507
H 0.167 2.707 -1.144
H 1.579 2.284 -2.101
H 0.720 0.188 -2.739
H -1.999 1.407 -2.133
H -1.818 -0.293 -2.508
H -2.329 1.368 -4.479
H -1.109 0.119 -4.735
H 0.740 -2.160 0.165
H 1.676 -3.083 -1.670
H 1.630 -1.478 -2.357
H 0.722 -2.969 -3.992
H -0.606 -1.996 -3.372
H 0.034 -4.916 -2.870
H -1.509 -4.190 -3.316
H -0.230 -4.484 -0.601
H -1.937 -4.540 -1.034
H -1.558 -2.588 0.285
H -1.901 -2.043 -1.338
H 1.837 -0.279 1.152
H 1.567 2.411 0.763
H 2.829 2.125 -0.380
H 2.888 1.462 2.592
H 3.939 2.560 1.711
H 4.023 -0.448 1.915
H 5.357 0.683 1.727
H 5.127 -0.664 -0.329
H 4.694 1.005 -0.677
H 2.953 -1.451 -0.494
H 2.907 -0.125 -1.677
```

Mulliken population analysis, charges in e, atoms 1 to 6: number 1, Tl, carries 1.068; number 2, N, carries -0.313; number 3, C, carries -0.842; number 4, C, carries -0.249; number 5, C, carries 0.377; number 6, O, carries -0.755

Entry 3:
ORCA calculation (ωB97M-V/def2-TZVPD) on one molecule with the formula C5H5NO.

Computed properties:
- LUMO: -0.50 eV
- Net charge: 0
- Energy above the lowest of the compared OMol25 structures with the same formula, charge and spin: 3.0785 eV
- HOMO level: -9.2834 eV
- SMILES: [H]/N=C\CC=C=C=O
- Total energy: -8800.3405 eV
- F_max: 1.3 eV/Å

```
12
C5H5NO, DFT ωB97M-V/def2-TZVPD
O 2.215 0.307 1.507
C 1.401 0.838 0.870
C 0.659 1.701 0.174
C -0.378 1.384 -0.609
C -0.352 -0.824 0.560
C -0.748 -0.114 -0.704
N 0.239 -1.940 0.616
H -0.902 2.151 -1.196
H -0.742 -0.391 1.490
H -0.192 -0.546 -1.549
H -1.807 -0.371 -0.854
H 0.607 -2.195 -0.304
```

Mulliken population analysis, charges in e, atoms 1 to 6: number 1, O, carries -0.333; number 2, C, carries 0.958; number 3, C, carries -0.833; number 4, C, carries -0.217; number 5, C, carries -0.287; number 6, C, carries -0.366